No. 1
Density functional theory data (ωB97M-V/def2-TZVPD) for a structure of composition C17H26CrN5O4S2.

Results
- E: -3078.9972 a.u.
- Expectation value of S²: 0.768
- Spin multiplicity: 2
- ΔE to the lowest compared entry with this formula, charge and spin: 0.0 kcal/mol
- Lowest unoccupied orbital energy (alpha / beta): -0.15 / 0.01 eV
- Frontier orbital gap (alpha / beta): 0.270 / 0.278 Ha

Last column: Mulliken charge in e.
Cartesian coordinates (Å):
Cr  -0.3293  -0.2668  -0.1948  0.6937
C  -0.2097  -1.0740  2.8698  -1.0452
O  -0.0167  -0.0050  1.9382  0.2931
C  1.1489  0.7972  2.1877  -1.0458
C  2.2920  0.2526  1.3886  -0.3181
O  1.8203  0.0987  0.0497  0.5307
C  2.8684  -0.2689  -0.8557  -0.9928
H  -0.3457  -0.6536  3.8663  0.2770
H  0.6350  -1.7627  2.8507  0.3908
H  -1.1160  -1.5882  2.5589  0.2231
H  1.3885  0.7950  3.2512  0.4842
H  0.9020  1.8076  1.8780  0.2674
H  2.6285  -0.7169  1.7524  0.2578
H  3.1240  0.9605  1.4083  0.4874
H  3.6357  0.5048  -0.8435  0.3188
H  2.4306  -0.3381  -1.8448  0.2724
H  3.2940  -1.2269  -0.5533  0.2742
S  -0.2045  0.0792  -2.4630  -0.7304
C  -0.2541  1.7927  -2.1254  1.0898
S  -0.4674  2.0925  -0.4439  -0.6313
C  -0.1200  2.7403  -3.1022  0.5720
C  -0.1492  4.1454  -2.7858  -0.0848
N  -0.1659  5.2688  -2.5334  -0.5269
C  0.0666  2.3459  -4.4757  -0.0933
N  0.2088  2.0067  -5.5671  -0.5378
C  2.0023  -5.2700  0.8635  -0.9485
N  0.9417  -4.5781  0.1312  0.1914
C  0.0916  -5.2555  -0.6724  -0.1139
C  -0.8702  -4.6271  -1.3554  -1.1482
C  -0.9590  -3.2047  -1.2034  0.8397
N  -0.1269  -2.5067  -0.4271  0.5749
C  0.8623  -3.1850  0.2683  -0.2414
O  1.6676  -2.6523  1.0110  -0.6573
N  -1.8915  -2.5488  -1.8896  -0.1428
H  1.8013  -6.3372  0.8129  0.3444
H  2.0113  -4.9422  1.8975  0.2891
H  2.9754  -5.0558  0.4261  0.3071
H  0.2325  -6.3272  -0.7177  0.3282
H  -1.5576  -5.1678  -1.9883  0.3977
H  -2.5748  -3.0679  -2.4101  0.2604
H  -2.0956  -1.5920  -1.6210  -0.0892
C  -3.1265  1.0574  1.5479  -1.4099
C  -3.2706  0.0868  0.3880  1.3769
C  -3.7043  0.8012  -0.8794  -1.4033
C  -4.2685  -1.0028  0.7612  -1.6187
O  -2.0264  -0.6036  0.1601  -0.5313
H  -4.1004  1.4877  1.7907  0.5047
H  -2.4408  1.8695  1.3032  0.1962
H  -2.7520  0.5335  2.4315  0.2202
H  -4.5874  1.4155  -0.6860  0.4931
H  -3.9591  0.0833  -1.6661  0.3288
H  -2.9062  1.4483  -1.2418  0.1438
H  -5.2690  -0.5832  0.8920  0.4236
H  -3.9732  -1.4918  1.6942  0.3579
H  -4.3162  -1.7630  -0.0236  0.3005

---

No. 2
Density functional theory data (ωB97M-V/def2-TZVPD) for a structure of composition C17H26F6IrN2P2Se2SiTe2.

Results
- E: -7787.9266 a.u.
- Expectation value of S²: 0.758
- Spin multiplicity: 2
- ΔE to the lowest compared entry with this formula, charge and spin: 0.0 kcal/mol
- Lowest unoccupied orbital energy (alpha / beta): -1.18 / -2.47 eV
- Frontier orbital gap (alpha / beta): 0.231 / 0.183 Ha

Last column: Mulliken charge in e.
Cartesian coordinates (Å):
Ir  -0.6419  -0.6064  -0.8998  2.5271
Se  -2.5577  0.9430  -1.0553  -0.1537
Te  -4.2443  -0.6635  -1.7494  -0.0486
Te  -2.2657  -2.6559  -1.5996  0.0954
Se  -2.8000  -3.9626  0.3308  -0.5379
C  1.9581  -2.7043  -2.4639  -1.2682
C  1.6979  -2.8475  -0.9964  0.4198
C  2.3663  -3.7395  -0.1815  -0.7592
C  2.0530  -3.7888  1.1810  -0.8590
C  1.0951  -2.9700  1.7336  -0.7819
C  0.4448  -2.0740  0.8720  0.5394
N  0.7783  -2.0448  -0.4461  -0.3247
N  -0.5082  -1.1430  1.0721  0.1921
Si  -1.2439  -0.7343  2.6211  -0.1383
C  0.0997  -0.1061  3.7778  -1.0279
C  -2.5031  0.6103  2.3752  -0.8415
C  -2.0436  -2.1958  3.4566  -1.0589
H  2.8017  -2.0317  -2.6358  0.1897
H  1.0950  -2.2881  -2.9817  0.0546
H  2.2099  -3.6672  -2.9048  0.5186
H  3.1100  -4.3981  -0.6061  0.5263
H  2.5694  -4.4984  1.8152  0.4453
H  0.8342  -3.0240  2.7797  0.4140
H  0.5207  0.8499  3.4607  0.2727
H  0.9218  -0.8177  3.8836  0.3251
H  -0.3272  0.0462  4.7724  0.4791
H  -2.0932  1.4966  1.8871  0.1745
H  -2.8788  0.9156  3.3558  0.3836
H  -3.3521  0.2528  1.7905  0.2187
H  -1.4088  -3.0832  3.4597  0.3235
H  -2.9707  -2.4689  2.9540  0.2312
H  -2.2665  -1.9341  4.4950  0.3740
C  1.9527  1.4536  -1.9526  -1.2108
P  0.9137  1.0688  -0.5224  1.0884
C  2.1455  0.6451  0.7399  -1.5159
C  0.2319  2.6682  -0.0251  0.4077
C  0.3043  3.1309  1.2857  -0.4950
C  -0.2863  4.3365  1.6349  -0.7065
C  -0.9555  5.0856  0.6781  -0.5390
C  -1.0349  4.6291  -0.6302  -0.8004
C  -0.4469  3.4242  -0.9836  -0.4331
H  1.3598  1.8640  -2.7629  0.3454
H  2.4149  0.5364  -2.3173  0.2241
H  2.7220  2.1669  -1.6539  0.5148
H  2.8282  1.4824  0.8873  0.5468
H  2.7109  -0.2176  0.3848  0.3836
H  1.6742  0.3765  1.6822  0.1925
H  0.8264  2.5578  2.0420  0.2233
H  -0.2224  4.6896  2.6559  0.4281
H  -1.4162  6.0256  0.9522  0.3850
H  -1.5591  5.2081  -1.3789  0.4441
H  -0.5266  3.0695  -2.0043  0.4491
F  -0.5837  -0.5069  -3.0704  -0.5636
P  -0.5860  0.1865  -4.6859  1.4319
F  -0.5873  0.8179  -6.1309  -0.3375
F  -0.5934  1.6340  -3.9626  -0.3214
F  -0.5702  -1.3169  -5.2176  -0.3473
F  -2.1832  0.1492  -4.5966  -0.3396
F  1.0173  0.1683  -4.6016  -0.3592

---

No. 3
Density functional theory data (ωB97M-V/def2-TZVPD) for a cluster of 2 separate species, C17H26N2O6 in total at a distorted geometry.

Results
- SMILES string: CNC(=O)[C@@H](NC(C)=O)C(C)C.COc1ccc(C(=O)O)cc1OC
- E: -1224.3658 a.u.
- ΔE to the lowest compared entry with this formula, charge and spin: 10.2 kcal/mol
- Lowest unoccupied orbital energy: 0.60 eV
- Frontier orbital gap: 0.326 Ha

Last column: Mulliken charge in e.
Cartesian coordinates (Å):
C  1.3523  4.4846  3.5308  -0.6557
N  1.1071  3.0416  3.4767  -0.1224
C  1.1060  2.2546  2.3953  -0.1320
O  0.9256  1.0523  2.5387  -0.6764
C  1.3710  2.8588  1.0052  -0.0783
N  2.8237  2.9476  0.7667  -0.0563
C  3.5022  4.0814  0.5950  0.7856
C  4.9835  3.9445  0.3314  -1.3150
O  2.9874  5.1895  0.6506  -0.6227
C  0.6791  2.0887  -0.1440  0.7599
C  -0.8349  1.9280  0.0587  -1.6490
C  0.8660  2.8236  -1.4803  -1.6153
H  2.3645  4.7084  3.1880  0.1812
H  1.2457  4.8408  4.5569  0.3431
H  0.6395  5.0197  2.9004  0.2273
H  0.9457  2.5605  4.3486  0.3307
H  0.9450  3.8608  0.9986  0.5303
H  3.3381  2.0826  0.7182  0.2613
H  5.4210  4.9393  0.2522  0.3448
H  5.1335  3.4059  -0.6023  0.3352
H  5.4505  3.4044  1.1533  0.3354
H  1.1251  1.0977  -0.2316  0.2097
H  -1.2690  1.4002  -0.7910  0.3846
H  -1.0481  1.3520  0.9576  0.3201
H  -1.3068  2.9071  0.1441  0.4404
H  1.9232  2.8827  -1.7361  0.3290
H  0.4607  3.8338  -1.4124  0.3567
H  0.3541  2.2857  -2.2784  0.4670
C  -0.9172  -7.0231  0.2431  -0.9020
O  -0.7798  -5.5973  0.2132  -0.4214
C  -1.6216  -4.8544  -0.5909  1.0736
C  -2.6964  -5.4077  -1.3142  -0.3769
C  -3.5194  -4.6033  -2.1040  -0.9081
C  -3.2956  -3.2209  -2.2035  -0.5843
C  -4.1661  -2.3696  -3.0445  0.4329
O  -5.1249  -2.8752  -3.6053  -0.6130
O  -3.8650  -1.0554  -3.1640  -0.4167
C  -2.2204  -2.6701  -1.4811  -0.5325
C  -1.3799  -3.4661  -0.6749  0.6672
O  -0.3090  -2.9697  0.0441  -0.4401
C  -0.0558  -1.5599  0.0544  -0.8417
H  -0.1297  -7.4509  0.8704  0.2308
H  -1.8846  -7.3123  0.6657  0.3494
H  -0.8200  -7.4461  -0.7617  0.3711
H  -2.9191  -6.4677  -1.2768  0.3553
H  -4.3439  -5.0609  -2.6467  0.4068
H  -4.5513  -0.7037  -3.7501  0.3428
H  -2.0475  -1.6026  -1.5596  0.7319
H  -0.9174  -1.0182  0.4557  0.3914
H  0.8067  -1.3468  0.6933  0.2883
H  0.1661  -1.1951  -0.9534  0.3761

---

Please write out number 3 again, unchanged.
Density functional theory data (ωB97M-V/def2-TZVPD) for a cluster of 2 separate species, C17H26N2O6 in total at a distorted geometry.

Results
- SMILES string: CNC(=O)[C@@H](NC(C)=O)C(C)C.COc1ccc(C(=O)O)cc1OC
- E: -1224.3658 a.u.
- ΔE to the lowest compared entry with this formula, charge and spin: 10.2 kcal/mol
- Lowest unoccupied orbital energy: 0.60 eV
- Frontier orbital gap: 0.326 Ha

Last column: Mulliken charge in e.
Cartesian coordinates (Å):
C  1.3523  4.4846  3.5308  -0.6557
N  1.1071  3.0416  3.4767  -0.1224
C  1.1060  2.2546  2.3953  -0.1320
O  0.9256  1.0523  2.5387  -0.6764
C  1.3710  2.8588  1.0052  -0.0783
N  2.8237  2.9476  0.7667  -0.0563
C  3.5022  4.0814  0.5950  0.7856
C  4.9835  3.9445  0.3314  -1.3150
O  2.9874  5.1895  0.6506  -0.6227
C  0.6791  2.0887  -0.1440  0.7599
C  -0.8349  1.9280  0.0587  -1.6490
C  0.8660  2.8236  -1.4803  -1.6153
H  2.3645  4.7084  3.1880  0.1812
H  1.2457  4.8408  4.5569  0.3431
H  0.6395  5.0197  2.9004  0.2273
H  0.9457  2.5605  4.3486  0.3307
H  0.9450  3.8608  0.9986  0.5303
H  3.3381  2.0826  0.7182  0.2613
H  5.4210  4.9393  0.2522  0.3448
H  5.1335  3.4059  -0.6023  0.3352
H  5.4505  3.4044  1.1533  0.3354
H  1.1251  1.0977  -0.2316  0.2097
H  -1.2690  1.4002  -0.7910  0.3846
H  -1.0481  1.3520  0.9576  0.3201
H  -1.3068  2.9071  0.1441  0.4404
H  1.9232  2.8827  -1.7361  0.3290
H  0.4607  3.8338  -1.4124  0.3567
H  0.3541  2.2857  -2.2784  0.4670
C  -0.9172  -7.0231  0.2431  -0.9020
O  -0.7798  -5.5973  0.2132  -0.4214
C  -1.6216  -4.8544  -0.5909  1.0736
C  -2.6964  -5.4077  -1.3142  -0.3769
C  -3.5194  -4.6033  -2.1040  -0.9081
C  -3.2956  -3.2209  -2.2035  -0.5843
C  -4.1661  -2.3696  -3.0445  0.4329
O  -5.1249  -2.8752  -3.6053  -0.6130
O  -3.8650  -1.0554  -3.1640  -0.4167
C  -2.2204  -2.6701  -1.4811  -0.5325
C  -1.3799  -3.4661  -0.6749  0.6672
O  -0.3090  -2.9697  0.0441  -0.4401
C  -0.0558  -1.5599  0.0544  -0.8417
H  -0.1297  -7.4509  0.8704  0.2308
H  -1.8846  -7.3123  0.6657  0.3494
H  -0.8200  -7.4461  -0.7617  0.3711
H  -2.9191  -6.4677  -1.2768  0.3553
H  -4.3439  -5.0609  -2.6467  0.4068
H  -4.5513  -0.7037  -3.7501  0.3428
H  -2.0475  -1.6026  -1.5596  0.7319
H  -0.9174  -1.0182  0.4557  0.3914
H  0.8067  -1.3468  0.6933  0.2883
H  0.1661  -1.1951  -0.9534  0.3761

---

Question: What is the ΔE to the lowest compared entry with this formula, charge and spin in the third record?
Answer: 10.2 kcal/mol